(1)
The following is a DFT calculation (ωB97M-V/def2-TZVPD) of a molecular structure, C18H27F3HgN9 in a non-equilibrium geometry.

E_LUMO in eV: 2.56
Total charge: -1
E in a.u.: -1647.927876

Last column: natural (NBO) charge in e.
Geometry (Å):
Hg  1.14716  -0.10653  -0.88394  1.633
F  -0.30229  -0.66080  -2.43786  -0.900
F  2.82736  -0.90327  -1.80687  -0.833
F  0.49937  1.14540  0.59827  -0.841
C  3.34151  1.61572  1.70309  -0.749
C  3.14215  2.93911  2.25215  0.330
N  3.02741  4.02111  2.66062  -0.397
H  3.74443  1.74398  0.71444  0.266
H  2.38870  1.05367  1.72721  0.299
H  4.09371  1.07688  2.25130  0.245
C  -0.15708  4.38203  3.90054  -0.739
C  -0.45850  5.20230  2.73639  0.323
N  -0.60437  5.92306  1.83933  -0.384
H  -0.63736  4.72146  4.79392  0.249
H  0.93864  4.45201  4.15544  0.270
H  -0.24198  3.34401  3.71432  0.278
C  2.22549  -3.74820  -2.47139  -0.766
C  1.55172  -4.42224  -1.35455  0.345
N  0.96934  -5.05548  -0.60513  -0.420
H  2.40085  -2.71717  -2.14736  0.323
H  1.69941  -3.70458  -3.42780  0.264
H  3.18711  -4.21456  -2.51681  0.239
C  0.17158  0.06243  -5.20053  -0.729
C  -0.29477  -1.31942  -5.14884  0.354
N  -0.76584  -2.39199  -5.18378  -0.420
H  1.23568  0.04107  -5.12970  0.255
H  -0.27478  0.61195  -4.35239  0.298
H  -0.04594  0.34111  -6.25943  0.236
C  -1.79613  -3.74917  1.08178  -0.747
C  -0.71087  -2.78016  0.97336  0.362
N  0.19859  -2.07527  1.07578  -0.424
H  -2.60848  -3.53474  0.38737  0.286
H  -2.15093  -3.73020  2.07630  0.247
H  -1.40078  -4.76160  0.83134  0.270
C  -1.45413  -3.50160  -2.53374  -0.760
C  -2.83781  -3.13597  -2.10861  0.334
N  -3.79479  -2.82299  -1.55939  -0.417
H  -0.91811  -2.53039  -2.65601  0.326
H  -1.49952  -4.09566  -3.46515  0.259
H  -1.03898  -4.09179  -1.74397  0.243
C  1.48117  4.50693  -0.33567  -0.740
C  2.30459  3.88786  -1.36956  0.301
N  2.82202  3.28770  -2.20985  -0.371
H  0.92155  3.72301  0.21736  0.285
H  0.79381  5.13689  -0.90538  0.254
H  2.01977  5.16530  0.33795  0.266
C  -1.11889  -0.85826  4.13460  -0.717
C  -1.36855  0.57293  4.55634  0.329
N  -1.52170  1.71103  4.80057  -0.393
H  -0.96805  -1.39579  5.08590  0.237
H  -0.30308  -0.93488  3.47599  0.269
H  -1.96692  -1.32485  3.61372  0.274
C  -2.75672  0.90427  -0.02652  -0.738
C  -3.37133  0.13596  1.05078  0.338
N  -3.82472  -0.43378  1.95409  -0.409
H  -1.99086  1.51863  0.41202  0.278
H  -3.57256  1.50424  -0.43033  0.243
H  -2.37630  0.26928  -0.84173  0.286

(2)
The following is a DFT calculation (ωB97M-V/def2-TZVPD) of a molecular structure, C3H8BBr2NaO3 in a non-equilibrium geometry.

E_LUMO in eV: 4.06
Relative energy (zero: lowest compared OMol25 entry of this formula, charge and spin) in kJ/mol: 424.0
Total charge: -2
E in a.u.: -5679.687244

Last column: Mulliken charge in e.
Geometry (Å):
Na  -15.58134  18.21594  20.15118  0.423
C  -13.84226  16.85655  19.66840  0.645
O  -13.86074  18.06948  19.29774  -0.845
O  -14.77569  16.37314  20.28967  -0.839
O  -12.85948  16.15815  19.33557  -0.922
B  -16.51692  18.98905  18.46819  0.411
H  -16.07791  18.00447  18.51422  -0.068
H  -16.05007  19.55466  19.25964  -0.230
H  -16.25326  19.35054  17.48633  -0.299
H  -17.57484  18.79215  18.54746  -0.302
Br  -15.66975  22.73887  22.36129  -0.166
C  -16.09942  21.10877  23.50236  -0.656
C  -17.18814  20.13159  22.86182  -0.797
Br  -16.38092  19.22194  21.40550  0.181
H  -16.38544  21.38936  24.51606  0.389
H  -15.14782  20.63431  23.74203  0.394
H  -18.14526  20.56068  22.56533  0.357
H  -17.48902  19.30505  23.50556  0.323

(3)
The following is a DFT calculation (ωB97M-V/def2-TZVPD) of 8 unconnected molecules or ions with the total composition C8H34N2O8 in a non-equilibrium geometry.

E_LUMO in eV: 0.06
Relative energy (zero: lowest compared OMol25 entry of this formula, charge and spin) in kJ/mol: 0.0
SMILES: COC[C@H](C)N.COC[C@H](C)N.O.O.O.O.O.O
Total charge: 0
E in a.u.: -1036.617095

Last column: natural (NBO) charge in e.
Geometry (Å):
O  -0.24707  0.76259  -1.92567  -1.018
H  0.62255  0.93642  -2.33817  0.500
H  -0.39413  1.54526  -1.38498  0.497
O  4.49424  0.37559  -0.84575  -0.967
H  5.08605  -0.37232  -0.71729  0.494
H  4.75773  1.01467  -0.17450  0.492
O  1.90208  -0.24382  0.35114  -0.993
H  2.53348  -0.09520  -0.36101  0.487
H  1.17023  -0.71575  -0.07298  0.506
O  3.31103  0.06606  2.77137  -0.975
H  2.83499  -0.00160  1.92760  0.497
H  2.74458  0.60231  3.33126  0.462
O  0.39139  -1.90544  -1.54841  -0.999
H  0.00761  -1.06358  -1.86808  0.518
H  0.87123  -2.25466  -2.30460  0.479
O  0.04564  -3.75212  0.71508  -0.963
H  0.93611  -3.86211  1.05895  0.465
H  0.12859  -3.07487  0.02953  0.491
C  -4.57210  -3.52060  3.59873  -0.611
C  -4.47975  -2.82740  2.25867  -0.078
C  -3.21492  -2.02629  2.11898  -0.079
O  -3.22764  -1.38810  0.85496  -0.544
C  -2.04363  -0.70768  0.60482  -0.249
N  -4.60394  -3.83275  1.17078  -0.824
H  -5.55439  -3.98229  3.69636  0.222
H  -4.52331  -2.79766  4.41802  0.205
H  -3.77584  -4.25601  3.70711  0.205
H  -5.34205  -2.17575  2.09751  0.190
H  -2.30806  -2.64271  2.21425  0.179
H  -3.12277  -1.25434  2.90248  0.160
H  -1.15273  -1.34585  0.64989  0.166
H  -1.82639  0.12346  1.30140  0.149
H  -2.08816  -0.21924  -0.36836  0.198
H  -4.53809  -3.31097  0.30120  0.363
H  -3.76123  -4.40647  1.17316  0.344
C  1.76300  3.62195  -3.60628  -0.625
C  2.48640  2.90998  -2.48008  -0.063
C  2.00880  3.32212  -1.09722  -0.064
O  0.62476  3.16681  -0.89272  -0.561
C  0.24197  3.45635  0.42611  -0.255
N  2.46154  1.43463  -2.72542  -0.874
H  2.01287  3.22452  -4.58879  0.210
H  1.97755  4.69255  -3.62227  0.216
H  0.68474  3.52515  -3.45906  0.227
H  3.55145  3.18966  -2.46827  0.173
H  2.26609  4.38813  -1.01882  0.174
H  2.56961  2.75872  -0.33915  0.172
H  0.59636  2.70021  1.13494  0.181
H  -0.84922  3.46648  0.44935  0.196
H  0.56968  4.44869  0.75718  0.171
H  3.19429  1.03187  -2.13763  0.390
H  2.77878  1.27141  -3.67533  0.363

(4)
The following is a DFT calculation (ωB97M-V/def2-TZVPD) of a molecular structure, C47H48N7O4S2Tm.

E_LUMO (spin up / spin down) in eV: 3.95 / 3.93
2S+1: 3
Total charge: -2
E in a.u.: -4385.878150

Last column: Löwdin spin population.
Geometry (Å):
Tm  0.19310  0.28411  -0.94260  2.011
C  5.59514  2.79463  0.29689  0.001
C  5.09573  1.34878  0.19028  0.003
C  3.67538  1.22253  0.67804  -0.004
C  3.35963  0.89952  1.95093  -0.061
C  4.41196  0.53132  2.96726  -0.009
C  4.85765  -0.93407  2.84281  -0.004
C  1.05415  1.72909  1.53589  0.021
C  -0.18210  2.18128  2.01736  -0.017
C  -1.34771  2.27034  1.25724  0.041
C  -2.62022  2.84861  1.57557  0.030
C  -2.94626  3.62313  2.81575  0.002
C  -3.46867  2.71666  3.93781  0.001
C  -3.48223  2.47776  0.56868  0.043
C  -2.73440  1.62002  -0.32225  0.041
C  -3.26603  0.68615  -1.27541  -0.002
C  -2.71644  -0.59227  -1.36347  0.012
N  -1.61515  -0.92366  -0.64316  0.019
C  -1.52066  -2.29810  -0.57304  -0.010
C  -0.69782  -2.88974  0.34205  0.048
C  0.17722  -2.19970  1.25467  0.004
N  0.63218  -0.90853  1.09412  0.001
C  1.30449  -0.58017  2.21740  0.015
C  1.90787  0.81633  2.37822  -0.006
C  2.58659  1.57549  -0.21211  -0.121
N  1.36708  1.86040  0.23019  -0.019
C  1.29795  -1.64689  3.13284  0.007
C  0.58807  -2.68464  2.51216  0.020
C  0.27517  -4.03408  3.08863  0.003
C  1.30390  -5.09894  2.68414  0.001
C  1.75319  -1.60130  4.56472  0.000
C  0.66111  -1.05259  5.49495  0.000
C  -2.56432  -2.86711  -1.42006  0.002
C  -3.29192  -1.82582  -1.91282  -0.014
C  -4.50534  -1.88185  -2.78812  -0.002
C  -5.81539  -1.79096  -1.99465  -0.001
C  -2.76572  -4.33095  -1.65384  0.001
C  -1.67073  -4.93599  -2.54113  0.000
N  -1.45596  1.56937  0.08225  -0.020
C  -4.91528  2.88655  0.40488  0.005
C  -5.05101  4.20831  -0.36475  0.003
H  6.56786  2.91196  -0.18748  0.000
H  4.89473  3.47751  -0.18781  0.000
H  5.68246  3.09542  1.34458  0.000
H  5.14945  1.01946  -0.84901  0.000
H  5.75816  0.69307  0.75569  0.000
H  5.28255  1.18640  2.86908  -0.002
H  4.00872  0.69740  3.97124  -0.001
H  3.99702  -1.60042  2.90533  0.000
H  5.33082  -1.10813  1.87508  0.000
H  5.57163  -1.19830  3.62974  0.000
H  -0.26104  2.34539  3.09040  -0.001
H  -2.05395  4.14797  3.16437  0.000
H  -3.69518  4.38973  2.59370  0.000
H  -2.74628  1.92670  4.15259  0.000
H  -3.65179  3.28055  4.85820  0.000
H  -4.40193  2.23443  3.63814  0.000
H  -4.22312  0.88296  -1.74470  0.000
H  -0.78147  -3.96541  0.46688  0.003
H  1.82848  1.09890  3.43635  -0.002
H  0.23524  -3.97128  4.18129  0.000
H  -0.71923  -4.35378  2.76131  0.001
H  2.29685  -4.82286  3.04770  0.000
H  1.04887  -6.08587  3.08724  0.000
H  1.36332  -5.16999  1.59619  0.000
H  2.03640  -2.60447  4.90105  0.000
H  2.64729  -0.98105  4.66240  0.000
H  -0.25094  -1.64410  5.39010  0.000
H  0.96857  -1.06357  6.54729  0.000
H  0.41382  -0.02475  5.21830  0.000
H  -4.46492  -1.06025  -3.51002  0.000
H  -4.49971  -2.81017  -3.36586  0.000
H  -5.82471  -0.89277  -1.37578  0.000
H  -6.68304  -1.76420  -2.66065  0.000
H  -5.91598  -2.65167  -1.32969  0.000
H  -2.77502  -4.84616  -0.68808  0.000
H  -3.74460  -4.50200  -2.11093  0.000
H  -0.67856  -4.73602  -2.13540  0.000
H  -1.80071  -6.01775  -2.64332  0.000
H  -1.70286  -4.49037  -3.53883  0.000
H  -5.46046  2.10287  -0.12881  0.000
H  -5.39161  2.98958  1.38525  0.001
H  -4.60261  4.11122  -1.35555  0.000
H  -6.09737  4.51045  -0.48060  0.000
H  -4.51614  5.00438  0.15772  0.000
O  -0.50233  2.83763  -4.68699  0.000
C  -0.39359  1.88008  -3.77300  0.000
O  -0.44674  2.09303  -2.59414  -0.001
C  -0.05656  0.52564  -4.30191  0.000
C  0.15576  0.21991  -5.62822  0.000
C  0.66493  -1.03892  -5.93395  0.000
C  0.98035  -1.91104  -4.90999  0.000
C  0.74708  -1.50383  -3.60263  0.000
N  0.20702  -0.32716  -3.32157  -0.002
C  1.32401  -2.25047  -2.39136  0.000
O  1.50465  -3.45934  -2.48580  0.001
O  1.62352  -1.44782  -1.45358  -0.003
H  -0.37573  3.67581  -4.19805  0.000
H  -0.03868  0.96465  -6.38692  0.000
H  0.85832  -1.31213  -6.96386  0.000
H  1.42894  -2.88013  -5.07873  0.000
S  2.71378  1.49799  -1.99834  -0.023
C  3.64840  2.88591  -2.59872  -0.013
C  5.01063  2.61636  -2.91630  -0.001
N  6.11170  2.38526  -3.17937  -0.001
C  3.08363  4.10454  -2.92394  -0.001
S  1.47921  4.62280  -2.76639  0.002
C  3.98737  5.10108  -3.48356  0.000
N  4.68114  5.90611  -3.92572  0.000

- Which of these has the highest total charge?
  C8H34N2O8

Please write out number 1 again, unchanged.
The following is a DFT calculation (ωB97M-V/def2-TZVPD) of a molecular structure, C18H27F3HgN9 in a non-equilibrium geometry.

E_LUMO in eV: 2.56
Total charge: -1
E in a.u.: -1647.927876

Last column: natural (NBO) charge in e.
Geometry (Å):
Hg  1.14716  -0.10653  -0.88394  1.633
F  -0.30229  -0.66080  -2.43786  -0.900
F  2.82736  -0.90327  -1.80687  -0.833
F  0.49937  1.14540  0.59827  -0.841
C  3.34151  1.61572  1.70309  -0.749
C  3.14215  2.93911  2.25215  0.330
N  3.02741  4.02111  2.66062  -0.397
H  3.74443  1.74398  0.71444  0.266
H  2.38870  1.05367  1.72721  0.299
H  4.09371  1.07688  2.25130  0.245
C  -0.15708  4.38203  3.90054  -0.739
C  -0.45850  5.20230  2.73639  0.323
N  -0.60437  5.92306  1.83933  -0.384
H  -0.63736  4.72146  4.79392  0.249
H  0.93864  4.45201  4.15544  0.270
H  -0.24198  3.34401  3.71432  0.278
C  2.22549  -3.74820  -2.47139  -0.766
C  1.55172  -4.42224  -1.35455  0.345
N  0.96934  -5.05548  -0.60513  -0.420
H  2.40085  -2.71717  -2.14736  0.323
H  1.69941  -3.70458  -3.42780  0.264
H  3.18711  -4.21456  -2.51681  0.239
C  0.17158  0.06243  -5.20053  -0.729
C  -0.29477  -1.31942  -5.14884  0.354
N  -0.76584  -2.39199  -5.18378  -0.420
H  1.23568  0.04107  -5.12970  0.255
H  -0.27478  0.61195  -4.35239  0.298
H  -0.04594  0.34111  -6.25943  0.236
C  -1.79613  -3.74917  1.08178  -0.747
C  -0.71087  -2.78016  0.97336  0.362
N  0.19859  -2.07527  1.07578  -0.424
H  -2.60848  -3.53474  0.38737  0.286
H  -2.15093  -3.73020  2.07630  0.247
H  -1.40078  -4.76160  0.83134  0.270
C  -1.45413  -3.50160  -2.53374  -0.760
C  -2.83781  -3.13597  -2.10861  0.334
N  -3.79479  -2.82299  -1.55939  -0.417
H  -0.91811  -2.53039  -2.65601  0.326
H  -1.49952  -4.09566  -3.46515  0.259
H  -1.03898  -4.09179  -1.74397  0.243
C  1.48117  4.50693  -0.33567  -0.740
C  2.30459  3.88786  -1.36956  0.301
N  2.82202  3.28770  -2.20985  -0.371
H  0.92155  3.72301  0.21736  0.285
H  0.79381  5.13689  -0.90538  0.254
H  2.01977  5.16530  0.33795  0.266
C  -1.11889  -0.85826  4.13460  -0.717
C  -1.36855  0.57293  4.55634  0.329
N  -1.52170  1.71103  4.80057  -0.393
H  -0.96805  -1.39579  5.08590  0.237
H  -0.30308  -0.93488  3.47599  0.269
H  -1.96692  -1.32485  3.61372  0.274
C  -2.75672  0.90427  -0.02652  -0.738
C  -3.37133  0.13596  1.05078  0.338
N  -3.82472  -0.43378  1.95409  -0.409
H  -1.99086  1.51863  0.41202  0.278
H  -3.57256  1.50424  -0.43033  0.243
H  -2.37630  0.26928  -0.84173  0.286